# 1
This record from the OMol25 dataset describes a structure of composition C6H11NO2 in a non-equilibrium geometry. The level of theory is ωB97M-V/def2-TZVPD.

Structure (XYZ):
```
20
Properties=species:S:1:pos:R:3:forces:R:3
C 1.237850 1.302081 0.653401 -1.5 -0.9 0.3
C 0.801457 -1.710974 0.322804 0.2 -0.1 -0.5
C -1.225365 1.450201 0.933660 0.0 0.3 -0.3
C 0.137604 0.276567 -1.520603 -1.2 -4.3 -1.3
C -0.198180 -0.654383 -0.076466 0.9 3.0 -2.0
C 0.006790 0.726608 0.470911 1.0 0.7 2.9
N -1.531534 -1.128783 -0.085971 -0.5 -0.2 0.3
O 1.315647 -0.081279 -2.083234 0.6 1.0 0.0
O -0.732431 0.757640 -2.198701 0.6 0.4 1.0
H 1.975599 -0.320645 -1.418808 -0.2 0.0 0.0
H -1.606156 -2.049878 -0.500326 0.1 0.1 -0.1
H -2.168203 -0.507858 -0.570763 0.1 0.0 0.0
H 1.315615 2.246414 1.166063 -0.1 0.3 -0.3
H 2.169799 0.787356 0.481845 0.1 -0.1 -0.1
H 1.735680 -1.310833 0.715871 -0.1 0.1 0.0
H 0.368013 -2.332115 1.105288 -0.1 0.0 0.0
H 1.047276 -2.341698 -0.535162 0.0 -0.2 0.1
H -0.971853 2.448732 1.282744 0.0 -0.1 0.2
H -1.967408 1.581728 0.146757 0.1 -0.1 -0.2
H -1.710200 0.861119 1.710688 0.0 0.1 0.1
```
Forces are in eV/Å.

Values from the calculation:
- charge = 0
- orbital gap (eV) = 8.78
- lowest unoccupied orbital energy (eV) = 0.67
- F_max (eV/A) = 4.70
- relative energy (zero: lowest compared OMol25 entry of this formula, charge and spin) (kcal/mol) = 57.6
- HOMO level (eV) = -8.115

---

# 2
This record from the OMol25 dataset describes the molecule C6H11NO2 in a non-equilibrium geometry. The level of theory is ωB97M-V/def2-TZVPD.

Structure (XYZ):
```
20
Properties=species:S:1:pos:R:3:forces:R:3
C -1.442835 -0.867669 -0.465623 -0.1 2.8 -1.7
C 0.001086 -0.494121 -0.017678 -3.4 1.7 0.8
C 1.135169 -1.363054 -0.362755 -0.6 -1.0 -0.6
C 2.038021 0.755506 -0.276008 -0.7 -1.1 -1.4
C 0.561295 0.896231 -0.034432 -0.8 -0.4 -1.9
C 0.105800 0.331277 1.249997 1.5 -1.1 0.9
H -2.661417 0.924234 -0.173759 0.3 -0.9 0.1
H -3.010349 -0.365163 0.873370 0.4 0.5 -0.8
H -1.421584 -0.904902 -1.581849 -0.2 -0.1 0.7
H -1.612792 -1.819043 -0.101208 -0.4 -2.2 0.6
H 1.042805 -1.520421 -1.472129 0.4 -0.2 0.6
H 1.107742 -2.331171 0.163512 0.4 0.3 -0.2
H 2.396454 1.061071 -1.301806 -0.4 -0.2 1.1
H 2.501012 1.206089 0.531050 1.7 1.5 1.0
H -0.195743 2.535799 0.030932 -0.5 1.7 0.4
H -0.680966 0.873297 1.698796 -1.4 -0.1 0.2
H 0.802207 -0.101728 1.986277 0.1 0.8 -0.4
N -2.708680 -0.100182 -0.079506 1.4 -0.5 0.4
O 2.268663 -0.635298 0.011169 0.8 0.0 -0.5
O -0.225887 1.919247 -0.678348 1.3 -1.5 0.7
```
Forces are in eV/Å.

Values from the calculation:
- charge = 0
- orbital gap (eV) = 9.98
- lowest unoccupied orbital energy (eV) = 0.72
- F_max (eV/A) = 3.85
- relative energy (zero: lowest compared OMol25 entry of this formula, charge and spin) (kcal/mol) = 73.1
- SMILES = NC[C@@]12COC[C@]1(O)C2
- HOMO level (eV) = -9.260

---

# 3
This record from the OMol25 dataset describes the molecule C6H11NO2 in a non-equilibrium geometry. The level of theory is ωB97M-V/def2-TZVPD.

Structure (XYZ):
```
20
Properties=species:S:1:pos:R:3:forces:R:3
C -2.759682 0.977441 0.071938 -1.0 4.9 -0.8
C -2.384888 -0.371733 -0.028027 3.1 -0.1 -3.0
C -0.198358 -1.422185 -0.170602 -2.2 1.4 0.9
C 0.091497 -0.043752 0.176784 -2.2 2.0 0.3
C 1.189091 0.725586 -0.501496 2.1 -4.1 0.2
C 2.452567 0.343203 0.315488 0.6 -0.9 1.5
H -3.802335 1.249708 0.277510 0.2 -0.5 -0.2
H -2.374030 1.525085 -0.916422 -1.0 -1.1 2.3
H -2.179562 1.385622 0.906589 0.0 0.3 -0.1
H -0.736426 -1.942490 0.608623 0.5 -0.8 -0.2
H 0.439867 -1.877494 -0.846005 0.9 -1.2 -1.1
H -0.204802 0.359484 1.220961 0.6 -0.9 -1.6
H 1.433650 0.184369 -1.495705 -0.7 1.5 1.2
H 1.037527 1.737374 -0.546797 -0.5 2.5 -0.4
H 3.400727 0.994745 0.174046 -1.6 -1.1 -0.2
H 2.329409 0.168533 1.447385 -0.3 1.5 -1.4
H 3.689517 -1.162403 -0.096113 -4.0 -0.2 0.2
N -1.125658 -0.358318 -0.719059 2.8 -1.2 1.5
O -2.919443 -1.393153 0.152197 -2.4 -2.6 1.5
O 2.621323 -1.079620 -0.031298 5.3 0.6 -0.7
```
Forces are in eV/Å.

Values from the calculation:
- charge = 0
- orbital gap (eV) = 10.15
- lowest unoccupied orbital energy (eV) = 0.69
- F_max (eV/A) = 5.35
- relative energy (zero: lowest compared OMol25 entry of this formula, charge and spin) (kcal/mol) = 89.6
- SMILES = CC(=O)N1C[C@H]1CCO
- HOMO level (eV) = -9.466